27
Properties=species:S:1:pos:R:3 method="wB97M-V/def2-TZVPD" e_above_lowest_kcal_mol=11.1 gap_ev=4.11 charge=+1 e_lumo_ev=-10.246 e_homo_ev=-14.360
Tl -3.006 -9.782 -10.914
F -4.917 -7.728 -11.016
F -3.644 -10.557 -13.513
O -1.060 -13.578 -13.426
O -2.133 -11.280 -8.714
O -2.706 -11.972 -6.724
O -1.348 -11.838 -11.977
C -2.247 -12.268 -5.391
C -0.931 -11.488 -5.367
C 0.143 -12.481 -15.054
C -1.020 -12.268 -13.057
C -1.905 -11.323 -7.500
C -0.711 -13.730 -14.807
C -0.567 -11.433 -14.244
C -0.610 -10.960 -6.795
H -2.833 -11.791 -4.608
H -1.402 -11.031 -14.819
H -0.175 -12.082 -4.856
H 1.110 -12.785 -14.651
H -1.614 -13.688 -15.424
H -1.143 -10.606 -4.763
H -2.302 -13.353 -5.342
H 0.149 -11.439 -7.412
H -0.266 -14.661 -15.151
H -0.543 -9.881 -6.941
H 0.144 -10.633 -14.046
H 0.152 -12.268 -16.121